Record 1
{
  "formula": "C4H10N2O2",
  "method": "ωB97M-V/def2-TZVPD",
  "e_above_lowest_kcal_mol": 10.38,
  "spin_multiplicity": 1,
  "energy_ha": -418.44442,
  "orbital_gap_ev": 9.92,
  "total_charge": 0,
  "largest_force_ev_per_a": 1.28,
  "symbols": ["C", "C", "N", "O", "H", "H", "H", "H", "H", "C", "C", "N", "O", "H", "H", "H", "H", "H"],
  "positions_angstrom": [[0.51, 2.74, -1.79], [1.20, 1.92, -0.73], [2.22, 2.52, -0.06], [0.81, 0.81, -0.43], [0.17, 2.15, -2.64], [1.17, 3.52, -2.19], [-0.33, 3.22, -1.27], [2.54, 2.07, 0.78], [2.54, 3.45, -0.25], [-1.08, -2.58, 2.06], [-1.30, -2.00, 0.66], [-0.24, -2.10, -0.17], [-2.37, -1.52, 0.36], [-0.07, -2.86, 2.21], [-1.73, -3.45, 2.18], [-1.37, -1.80, 2.77], [-0.21, -1.52, -0.99], [0.71, -2.19, 0.16]],
  "mulliken_charge": [-0.89, 0.60, -0.38, -0.59, 0.28, 0.32, 0.24, 0.23, 0.18, -0.84, 0.58, -0.44, -0.62, 0.32, 0.24, 0.25, 0.27, 0.26]
}



Record 2
{
  "formula": "C4H10N2O2",
  "method": "ωB97M-V/def2-TZVPD",
  "e_above_lowest_kcal_mol": 38.35,
  "spin_multiplicity": 1,
  "energy_ha": -418.39985,
  "orbital_gap_ev": 8.81,
  "total_charge": 0,
  "largest_force_ev_per_a": 0.47,
  "symbols": ["C", "C", "C", "N", "C", "N", "O", "O", "H", "H", "H", "H", "H", "H", "H", "H", "H", "H"],
  "positions_angstrom": [[-2.55, -0.21, 0.52], [-1.08, -0.02, 0.73], [-0.13, -0.16, -0.20], [-0.32, -0.59, -1.50], [1.36, 0.02, 0.13], [1.99, 0.72, -0.98], [2.00, -1.20, 0.22], [1.55, 0.68, 1.37], [-3.08, 0.74, 0.61], [-2.76, -0.64, -0.46], [-2.94, -0.88, 1.28], [-0.79, 0.25, 1.73], [0.47, -0.38, -2.10], [-1.22, -0.39, -1.91], [1.84, 1.72, -0.90], [2.98, 0.53, -0.95], [1.66, -1.66, 0.99], [0.99, 1.46, 1.41]],
  "mulliken_charge": [-1.32, -0.15, 0.23, -0.55, 0.59, -0.68, -0.59, -0.63, 0.28, 0.34, 0.32, 0.45, 0.29, 0.20, 0.24, 0.24, 0.40, 0.33]
}



Record 3
{
  "formula": "C4H10N2O2",
  "method": "ωB97M-V/def2-TZVPD",
  "s2": 2.0093,
  "e_above_lowest_kcal_mol": 148.16,
  "spin_multiplicity": 3,
  "energy_ha": -418.06554,
  "orbital_gap_ev": [5.85, 6.49],
  "total_charge": 0,
  "largest_force_ev_per_a": 8.82,
  "symbols": ["C", "C", "C", "C", "N", "N", "O", "O", "H", "H", "H", "H", "H", "H", "H", "H", "H", "H"],
  "positions_angstrom": [[-0.87, -0.84, 1.31], [-1.29, -0.74, -1.09], [1.07, 1.77, -0.38], [-0.78, 0.11, 0.15], [0.79, 0.42, -0.05], [1.80, -0.45, 0.12], [2.88, 0.09, 0.14], [1.58, -1.60, 0.11], [-1.06, -1.85, 0.99], [-0.06, -0.70, 2.07], [-1.76, -0.57, 1.90], [-2.39, -1.13, -1.04], [-0.61, -1.59, -1.23], [-1.17, -0.12, -1.95], [1.73, 1.78, -1.19], [-0.02, 2.07, -0.74], [1.42, 2.32, 0.50], [-1.24, 1.03, 0.38]],
  "mulliken_charge": [-1.38, -1.34, -0.83, 0.12, 0.14, 0.95, -0.76, -0.71, 0.31, 0.36, 0.44, 0.33, 0.39, 0.38, 0.31, 0.37, 0.26, 0.66]
}



Record 4
{
  "formula": "C4H10N2O2",
  "method": "ωB97M-V/def2-TZVPD",
  "s2": 0.7565,
  "e_above_lowest_kcal_mol": 56.43,
  "spin_multiplicity": 2,
  "energy_ha": -418.04797,
  "orbital_gap_ev": [7.93, 3.04],
  "total_charge": 1,
  "largest_force_ev_per_a": 4.78,
  "symbols": ["C", "C", "O", "N", "H", "H", "H", "H", "H", "C", "C", "O", "N", "H", "H", "H", "H", "H"],
  "positions_angstrom": [[1.89, -0.61, -0.97], [1.71, -1.98, -0.42], [2.40, -2.93, -0.66], [0.67, -2.06, 0.56], [2.79, -0.22, -0.49], [1.13, 0.16, -0.75], [0.50, -2.98, 0.77], [-0.16, -1.51, 0.61], [2.20, -0.49, -2.01], [-1.01, 1.96, -0.47], [-1.61, 1.68, 0.82], [-1.72, 2.49, 1.72], [-1.92, 0.37, 1.16], [0.09, 2.23, -0.32], [-1.47, 2.83, -1.03], [-2.16, 0.25, 2.19], [-2.24, -0.31, 0.47], [-1.09, 1.12, -1.17]],
  "mulliken_charge": [-0.51, 0.52, -0.51, -0.37, 0.29, -0.16, 0.24, 0.16, 0.35, -1.00, 0.82, -0.12, -0.37, 0.32, 0.40, 0.27, 0.32, 0.36]
}